Here is a 4-piece molecular cluster, CH10NO3 overall from OMol25. Energies are from ωB97M-V/def2-TZVPD.

```
! RIJCOSX wB97M-V def2-TZVPD def2/J DEFGRID3
* xyz 2 2
O 0.211 -2.629 -2.170
O -1.019 -1.302 -0.227
O -0.820 1.307 2.315
N 0.325 1.556 0.004
C 1.587 1.718 -0.006
H -0.251 1.975 0.796
H 2.074 2.574 0.446
H 0.510 -2.449 -3.088
H -0.493 1.288 3.234
H -1.778 1.352 2.516
H 0.722 -3.345 -1.746
H -1.040 -1.820 -1.077
H -0.751 -1.899 0.502
H 2.185 0.978 -0.535
H -0.122 0.634 -0.082
*
```

- HOMO-LUMO gap (spin up / spin down): 11.37 / 4.43 eV
- Energy relative to the best compared isomer or geometry (same formula, charge and spin): 55.4 kJ/mol

---

Here is CH10NORu as an isolated structure from OMol25. Energies are from ωB97M-V/def2-TZVPD.

```
! RIJCOSX wB97M-V def2-TZVPD def2/J DEFGRID3
* xyz 1 5
Ru -0.283 1.520 0.852
O -1.139 0.532 2.415
N -0.932 1.854 -1.059
C 1.195 -1.398 -2.286
H 1.427 -0.731 -3.142
H -2.120 0.439 2.323
H 0.322 0.157 0.590
H -1.168 2.842 -1.209
H 0.686 -0.793 -1.476
H -0.195 1.631 -1.735
H -1.009 0.956 3.299
H 0.481 -2.167 -2.571
H 2.139 -1.737 -1.817
H -1.759 1.358 -1.403
*
```

- HOMO-LUMO gap (spin up / spin down): 6.73 / 8.45 eV
- Energy relative to the best compared isomer or geometry (same formula, charge and spin): 0.0 kJ/mol

---

Here is a 4-piece molecular cluster, CH10O3 overall from OMol25. Energies are from ωB97M-V/def2-TZVPD.

```
! RIJCOSX wB97M-V def2-TZVPD def2/J DEFGRID3
* xyz -1 2
O 1.425 -3.596 2.857
O -1.918 -4.164 -0.084
O -5.810 -0.714 -1.824
C 3.893 5.415 -0.695
H 4.459 4.547 -0.345
H -1.387 -4.929 0.191
H 0.726 -3.578 2.182
H 2.860 5.132 -0.521
H 4.172 6.116 0.069
H -2.530 -3.919 0.626
H 4.159 5.760 -1.732
H 1.141 -3.932 3.707
H -5.781 -1.678 -1.772
H -5.409 -0.459 -2.659
*
```

- HOMO-LUMO gap (spin up / spin down): 1.64 / 9.40 eV
- Energy relative to the best compared isomer or geometry (same formula, charge and spin): 63.5 kJ/mol

---

Here is a 5-piece molecular cluster, CH10O3S2 overall from OMol25. Energies are from ωB97M-V/def2-TZVPD.

```
! RIJCOSX wB97M-V def2-TZVPD def2/J DEFGRID3
* xyz 1 2
S -0.026 -1.238 -1.458
S 0.883 0.617 -1.603
O -1.718 2.394 -1.976
O 0.436 -1.456 3.084
O 0.375 1.035 3.582
C -0.941 -0.868 0.270
H 0.501 0.058 3.841
H 0.117 -2.250 3.512
H 2.107 -1.150 0.709
H -0.900 1.851 -1.966
H 0.669 1.694 4.196
H -1.567 2.997 -2.690
H -1.511 0.019 0.047
H -1.642 -1.793 0.282
H 1.632 -1.706 0.958
H -0.142 -0.688 1.033
*
```

- HOMO-LUMO gap (spin up / spin down): 7.44 / 5.12 eV
- Energy relative to the best compared isomer or geometry (same formula, charge and spin): 568.3 kJ/mol

---

Here is a 5-piece molecular cluster, CH10O5 overall from OMol25. Energies are from ωB97M-V/def2-TZVPD.

```
! RIJCOSX wB97M-V def2-TZVPD def2/J DEFGRID3
* xyz 0 1
O -0.176 -1.914 0.190
O -2.571 -0.588 6.555
O -0.064 0.735 0.001
O -0.689 -0.181 -2.524
O 4.747 2.464 -4.709
C -2.607 -0.676 5.361
H -1.605 0.029 -2.695
H -0.788 -1.138 -2.395
H 0.002 -1.009 0.531
H 0.292 -2.560 0.721
H -2.180 -1.498 4.762
H -3.170 0.075 4.779
H 4.072 2.950 -4.211
H -0.319 0.384 -0.874
H 0.899 0.718 -0.062
H 4.157 2.212 -5.432
*
```

- HOMO-LUMO gap: 10.66 eV
- SMILES string: C=O.O.O.O.O
- Energy relative to the best compared isomer or geometry (same formula, charge and spin): 71.3 kJ/mol

---

Here is a 5-piece molecular cluster, CH10O5 overall from OMol25. Energies are from ωB97M-V/def2-TZVPD.

```
! RIJCOSX wB97M-V def2-TZVPD def2/J DEFGRID3
* xyz 1 2
O -1.942 0.667 1.414
O 1.793 -0.809 0.745
O -0.525 -1.711 2.037
O -2.223 0.679 -1.667
O 4.148 -0.644 -1.206
C -1.853 1.563 -2.368
H -0.885 -2.606 1.964
H -1.927 1.472 -3.487
H 1.589 0.142 0.804
H -1.711 2.581 -1.927
H -1.359 1.265 0.900
H -1.287 -1.199 1.720
H 3.263 -0.582 -0.820
H 4.766 -0.686 -0.476
H 0.970 -1.202 1.073
H -2.815 1.069 1.294
*
```

- HOMO-LUMO gap (spin up / spin down): 9.00 / 2.25 eV
- Energy relative to the best compared isomer or geometry (same formula, charge and spin): 132.7 kJ/mol